No. 1
11
Properties=species:S:1:pos:R:3 method="wB97M-V/def2-TZVPD" charge=0 molar_mass_g_mol=113.08 e_tot_ev=-11722.31189 lumo_ev=-1.339 homo_energy_ev=-8.6 homo_lumo_gap_ev=7.3 e_above_lowest_kcal_mol=84.1
O 2.63 1.43 0.62
C 1.49 1.11 0.54
N 0.41 1.33 1.29
N -0.55 0.55 1.03
C -0.16 -0.20 0.06
C -1.06 -0.95 -0.69
O -2.33 -0.82 -0.46
N 1.15 -0.08 -0.25
H -0.81 -1.47 -1.55
H -2.55 -0.30 0.32
H 1.78 -0.61 -0.90

=====

No. 2
11
Properties=species:S:1:pos:R:3 method="wB97M-V/def2-TZVPD" charge=0 molar_mass_g_mol=113.08 smiles="O=C/N=c1/[nH]nco1" e_tot_ev=-11722.78802 lumo_ev=0.759 homo_energy_ev=-9.3 homo_lumo_gap_ev=10.0 e_above_lowest_kcal_mol=73.1
O -2.40 0.88 -0.15
C -2.30 -0.29 -0.02
N -1.10 -0.96 0.26
C 0.11 -0.51 0.01
N 1.35 -0.97 -0.10
N 2.38 -0.12 -0.13
C 1.69 1.00 0.09
O 0.38 0.87 0.12
H -3.12 -0.93 -0.24
H 1.58 -1.91 -0.18
H 2.31 1.94 0.06

=====

No. 3
11
Properties=species:S:1:pos:R:3 method="wB97M-V/def2-TZVPD" charge=0 molar_mass_g_mol=113.08 e_tot_ev=-11718.66592 lumo_ev="-1.123 / -1.669" homo_energy_ev="-10.0 / -10.0" homo_lumo_gap_ev="8.9 / 8.3" e_above_lowest_kcal_mol=168.1
C 0.17 -0.14 0.08
C -2.39 -0.24 0.36
C 1.31 0.83 -0.32
N 0.81 -1.40 0.30
N 2.40 -0.13 -0.46
N -1.06 0.07 0.06
O -3.19 -0.41 -0.53
O 2.02 -1.27 -0.07
H -2.50 -0.04 1.36
H 0.94 1.13 -1.23
H 1.49 1.61 0.46

=====

No. 4
11
Properties=species:S:1:pos:R:3 method="wB97M-V/def2-TZVPD" charge=0 molar_mass_g_mol=113.08 smiles="O=Cc1ncnn1O" e_tot_ev=-11721.90017 lumo_ev=-0.761 homo_energy_ev=-10.1 homo_lumo_gap_ev=9.3 e_above_lowest_kcal_mol=93.6
O -2.36 -0.05 -0.03
C -1.47 -0.90 0.01
C -0.05 -0.54 0.18
N 1.09 -1.14 0.25
C 1.99 -0.16 -0.08
N 1.48 1.06 -0.04
N 0.15 0.81 0.04
O -0.74 1.80 0.21
H -1.66 -1.96 -0.15
H 3.05 -0.36 -0.17
H -1.48 1.42 -0.22

=====

No. 5
11
Properties=species:S:1:pos:R:3 method="wB97M-V/def2-TZVPD" charge=0 molar_mass_g_mol=113.08 e_tot_ev=-11724.29873 lumo_ev=-0.134 homo_energy_ev=-10.6 homo_lumo_gap_ev=10.4 e_above_lowest_kcal_mol=38.2
H -2.14 1.92 -0.03
N -2.14 0.85 -0.02
C -1.03 0.29 -0.01
N 0.34 0.68 0.21
C 1.19 -0.45 0.03
N 2.43 -0.49 -0.07
H 2.89 0.42 0.02
O 0.38 -1.57 0.07
C -0.93 -1.20 0.05
O -1.76 -2.02 0.00
H 0.78 1.55 -0.28

=====

No. 6
11
Properties=species:S:1:pos:R:3 method="wB97M-V/def2-TZVPD" charge=0 molar_mass_g_mol=113.08 smiles="Nc1nncc(=O)o1" e_tot_ev=-11723.98173 lumo_ev=-0.085 homo_energy_ev=-9.6 homo_lumo_gap_ev=9.5 e_above_lowest_kcal_mol=45.6
N 2.01 -0.80 -0.05
C 0.84 -0.13 -0.02
N 0.80 1.16 -0.01
N -0.43 1.76 -0.02
C -1.49 1.04 -0.02
C -1.50 -0.42 -0.02
O -2.44 -1.15 -0.02
O -0.22 -0.97 -0.01
H 2.86 -0.25 0.05
H 2.03 -1.79 0.12
H -2.46 1.54 -0.01

=====

No. 7
10
Properties=species:S:1:pos:R:3 method="wB97M-V/def2-TZVPD" charge=0 molar_mass_g_mol=113.15 e_tot_ev=-18460.86888 lumo_ev=-1.492 homo_energy_ev=-8.3 homo_lumo_gap_ev=6.8 e_above_lowest_kcal_mol=97.2
C 0.61 0.60 -0.10
C 0.26 -0.78 -0.24
C -1.38 0.59 -0.04
H 1.24 -1.65 0.19
H -1.73 -1.43 0.63
H -2.40 0.83 0.13
N 1.87 1.13 -0.02
N -1.08 -0.79 -0.08
N -0.45 1.37 0.01
S 3.06 0.13 -0.48

=====

No. 8
10
Properties=species:S:1:pos:R:3 method="wB97M-V/def2-TZVPD" charge=+1 molar_mass_g_mol=95.08 smiles="N=[N+]=C1C=CN=N1" e_tot_ev=-9106.20676 lumo_ev="-7.406 / -7.408" homo_energy_ev="-14.8 / -14.8" homo_lumo_gap_ev="7.4 / 7.4" e_above_lowest_kcal_mol=100.3
N -2.68 -0.24 -0.02
N -1.53 -0.16 0.00
C -0.30 -0.22 -0.04
C 0.66 0.83 -0.13
C 1.88 0.23 -0.03
N 1.64 -1.11 0.14
N 0.46 -1.42 0.06
H -3.61 -0.61 0.48
H 0.67 1.97 -0.19
H 2.80 0.74 -0.28